[1]
{
  "formula": "C28H52BN6O3RuSSi",
  "method": "ωB97M-V/def2-TZVPD",
  "max_force_ha_per_bohr": 0.018,
  "homo_ev": [-6.4809, -8.6815],
  "e_above_lowest_kj_mol": 88.6,
  "s2": 8.762,
  "multiplicity": 6,
  "homo_lumo_gap_ha": [0.2600, 0.2734],
  "species": ["Ru", "C", "C", "C", "C", "C", "N", "N", "B", "N", "N", "C", "C", "C", "C", "C", "N", "N", "C", "C", "C", "C", "C", "H", "H", "H", "H", "H", "H", "H", "H", "H", "H", "H", "H", "H", "H", "H", "H", "H", "H", "H", "H", "H", "H", "C", "H", "H", "H", "C", "C", "C", "C", "O", "Si", "S", "O", "C", "C", "C", "C", "O", "C", "C", "C", "C", "H", "H", "H", "H", "H", "H", "H", "H", "H", "H", "H", "H", "H", "H", "H", "H", "H", "H", "H", "H", "H", "H", "H", "H", "H", "H", "H"],
  "positions_angstrom": [[-0.804290, 1.188666, 0.615691], [-1.086575, 3.439330, 3.465911], [-0.718833, 4.073536, 2.163921], [-0.382263, 5.399039, 1.871028], [-0.121425, 5.421534, 0.510649], [0.284489, 6.584673, -0.331837], [-0.298285, 4.177679, 0.027608], [-0.664215, 3.351074, 1.053360], [-0.137990, 3.711599, -1.464251], [-1.472558, 3.188904, -1.980247], [-2.235713, 2.428873, -1.173083], [-3.450741, 2.389336, -1.719888], [-4.643211, 1.761018, -1.073730], [-3.447828, 3.104498, -2.927485], [-2.175736, 3.609233, -3.052332], [-1.618340, 4.478923, -4.129564], [0.981480, 2.649375, -1.556413], [1.144139, 1.716039, -0.570852], [2.377980, 1.218125, -0.707714], [3.027039, 0.258965, 0.230506], [2.993379, 1.800392, -1.821422], [2.086176, 2.709138, -2.321779], [2.244622, 3.634981, -3.480775], [-1.032658, 4.166359, 4.273232], [-0.411234, 2.613877, 3.698884], [-2.102299, 3.041664, 3.431014], [-0.333515, 6.229864, 2.554763], [0.365081, 7.472076, 0.292893], [-0.447092, 6.779359, -1.116384], [1.248547, 6.410536, -0.810182], [0.182849, 4.658106, -2.119599], [-4.499142, 1.664721, -0.001935], [-4.857599, 0.771502, -1.478367], [-5.515501, 2.391126, -1.248662], [-4.277174, 3.258005, -3.598516], [-2.379017, 4.643729, -4.890008], [-0.753125, 4.018625, -4.607896], [-1.304603, 5.449078, -3.741700], [2.559946, 0.283041, 1.210003], [4.083593, 0.512203, 0.325674], [2.947533, -0.758049, -0.152011], [3.989525, 1.607599, -2.185074], [3.210585, 3.463113, -3.951060], [2.191304, 4.678854, -3.170102], [1.465576, 3.471737, -4.225718], [-2.541714, -0.262351, 0.141722], [-2.190183, -1.244366, 0.400222], [-2.775235, -0.116630, -0.906722], [-3.330668, 0.106938, 0.794520], [-3.107929, -4.216344, 0.896227], [-1.806526, -4.025936, 1.664123], [-2.072843, -3.360418, 3.009432], [-1.110315, -5.372259, 1.832118], [-0.987610, -3.164967, 0.846240], [0.408253, -2.372300, 1.156365], [0.139334, -0.441611, 2.062760], [1.206785, -3.295314, 2.230971], [2.565158, -3.516058, 2.618396], [2.503964, -4.116338, 4.016112], [3.180891, -4.501845, 1.631213], [3.345482, -2.208992, 2.630094], [1.280316, -2.300233, -0.227869], [0.914748, -2.444886, -1.618604], [-0.264937, -1.552132, -1.968487], [2.142981, -2.030170, -2.417529], [0.580655, -3.908625, -1.886750], [-3.787079, -4.850809, 1.468665], [-2.909766, -4.695501, -0.064275], [-3.597406, -3.259881, 0.710806], [-2.728092, -3.987684, 3.615993], [-2.553599, -2.392267, 2.856222], [-1.138785, -3.206498, 3.551126], [-1.742731, -6.049918, 2.408849], [-0.161095, -5.246304, 2.349564], [-0.922268, -5.820679, 0.854877], [1.896714, -5.022726, 4.008597], [2.055588, -3.403306, 4.709452], [3.505188, -4.368999, 4.369529], [2.612839, -5.433555, 1.626391], [4.213763, -4.723412, 1.906848], [3.163610, -4.076582, 0.626357], [2.850894, -1.473779, 3.266442], [3.417073, -1.808365, 1.617360], [4.356794, -2.376645, 3.004387], [-0.024684, -0.508462, -1.749376], [-1.148514, -1.846457, -1.405113], [-0.493100, -1.634229, -3.032866], [2.359220, -0.973303, -2.258043], [1.968038, -2.187093, -3.483228], [3.008162, -2.622906, -2.114989], [-0.299275, -4.206890, -1.318307], [1.421167, -4.542381, -1.596388], [0.383813, -4.058610, -2.950000]],
  "forces_ev_per_a": [[-0.023, -0.439, -0.469], [0.011, 0.020, -0.059], [0.054, 0.071, 0.044], [-0.022, -0.080, 0.007], [-0.038, -0.021, 0.088], [-0.009, -0.028, -0.006], [0.009, -0.051, -0.015], [0.011, 0.092, -0.271], [0.064, 0.023, 0.183], [0.077, 0.258, -0.208], [-0.520, -0.121, 0.128], [0.086, 0.002, 0.006], [0.044, 0.000, -0.037], [-0.158, -0.023, 0.038], [0.039, 0.087, -0.074], [0.054, -0.008, 0.045], [0.064, 0.028, 0.109], [-0.064, -0.056, -0.133], [0.018, 0.090, 0.029], [-0.083, 0.022, -0.144], [0.051, 0.004, 0.052], [0.013, 0.014, 0.019], [-0.042, 0.010, 0.027], [0.001, -0.003, 0.012], [0.000, -0.002, 0.012], [-0.004, 0.006, 0.012], [-0.002, -0.010, -0.011], [-0.003, -0.003, 0.006], [0.011, 0.006, -0.002], [-0.005, 0.005, -0.005], [0.031, -0.027, 0.034], [-0.023, 0.017, 0.016], [0.001, -0.017, 0.012], [-0.007, -0.016, -0.006], [0.009, 0.000, 0.002], [-0.006, -0.003, -0.005], [-0.006, 0.015, -0.007], [0.005, -0.007, -0.006], [-0.008, 0.037, 0.000], [-0.005, 0.019, -0.001], [0.029, 0.057, 0.079], [-0.017, 0.002, 0.003], [0.004, -0.010, -0.004], [0.002, -0.008, -0.008], [0.010, 0.012, -0.005], [0.449, 0.833, 0.084], [-0.106, -0.267, 0.048], [-0.040, -0.152, -0.009], [-0.034, -0.145, 0.051], [0.004, 0.011, -0.016], [-0.075, 0.037, -0.027], [0.033, -0.004, -0.081], [0.034, 0.053, 0.047], [0.027, 0.130, -0.026], [0.030, -0.107, 0.112], [0.105, -0.335, 0.144], [0.029, 0.078, 0.139], [0.037, -0.045, 0.009], [0.010, 0.010, -0.003], [-0.002, 0.038, 0.007], [-0.025, -0.022, -0.082], [-0.325, 0.146, -0.057], [0.108, -0.170, -0.024], [0.025, -0.017, 0.071], [-0.025, 0.005, 0.018], [0.035, 0.012, 0.020], [-0.002, -0.005, -0.028], [-0.009, 0.012, 0.004], [0.028, 0.035, 0.024], [-0.001, 0.000, 0.002], [0.021, -0.009, 0.029], [0.003, 0.013, 0.025], [-0.009, 0.001, -0.013], [-0.016, -0.028, 0.003], [0.008, 0.004, 0.000], [0.006, 0.001, 0.005], [-0.001, -0.011, 0.001], [-0.010, 0.003, 0.003], [-0.003, 0.003, -0.005], [-0.002, -0.002, -0.018], [0.018, -0.020, 0.008], [0.002, 0.000, -0.012], [0.015, -0.044, 0.125], [0.001, -0.014, 0.006], [-0.024, 0.029, -0.011], [-0.002, 0.003, -0.020], [0.016, 0.011, -0.001], [0.022, -0.022, -0.050], [0.002, -0.005, 0.008], [0.005, 0.008, -0.002], [0.002, -0.010, -0.001], [-0.015, 0.001, -0.002], [-0.007, -0.008, 0.006]],
  "mulliken_spin": [3.78, 0.02, -0.04, 0.00, 0.02, 0.00, -0.02, 0.17, -0.15, 0.02, 0.06, 0.00, 0.00, 0.01, 0.00, 0.00, 0.03, 0.16, 0.02, -0.02, 0.01, 0.00, 0.00, 0.00, 0.00, 0.00, 0.00, 0.00, 0.00, 0.00, 0.00, 0.00, 0.00, 0.00, 0.00, 0.00, 0.00, 0.00, -0.01, 0.00, 0.00, 0.00, 0.00, 0.00, 0.00, 0.64, -0.07, -0.03, -0.02, 0.00, -0.01, 0.01, 0.00, 0.02, -0.04, 0.33, 0.03, -0.01, 0.00, 0.00, 0.02, 0.05, -0.01, 0.00, 0.00, 0.00, 0.00, 0.00, 0.00, 0.00, 0.00, 0.00, 0.00, 0.00, 0.00, 0.00, 0.00, 0.00, 0.00, 0.00, 0.00, 0.00, -0.01, 0.00, 0.02, -0.01, 0.00, 0.00, 0.00, 0.00, 0.00, 0.00, 0.00]
}

[2]
{
  "formula": "C28H52Cl2N3NbO4P2Si4",
  "method": "ωB97M-V/def2-TZVPD",
  "max_force_ha_per_bohr": 0.137,
  "homo_ev": -5.4648,
  "homo_lumo_gap_ha": 0.0880,
  "species": ["Nb", "O", "C", "O", "C", "H", "H", "H", "H", "H", "H", "C", "C", "H", "H", "H", "H", "Cl", "Cl", "N", "P", "P", "C", "C", "C", "C", "Si", "H", "H", "C", "C", "Si", "H", "H", "C", "C", "Si", "H", "H", "C", "C", "Si", "H", "H", "C", "C", "H", "C", "H", "C", "H", "C", "H", "C", "H", "C", "C", "H", "C", "H", "C", "H", "C", "H", "C", "H", "H", "H", "H", "H", "H", "H", "C", "C", "H", "H", "H", "H", "H", "H", "H", "H", "H", "H", "H", "H", "H", "H", "H", "H", "H", "H", "N", "O", "N", "O"],
  "positions_angstrom": [[-0.006586, -0.110863, 1.517533], [-1.227992, 2.713375, -3.957537], [-0.119077, 3.416702, -4.527226], [-0.420761, 0.176730, -4.620672], [0.703600, -0.551195, -5.033225], [0.505582, 2.740474, -5.156701], [0.507809, 3.692336, -3.677783], [-0.470684, 4.311828, -5.079638], [0.601925, -1.086821, -6.010801], [0.936566, -1.244855, -4.208312], [1.540621, 0.277074, -5.032255], [-1.969026, 1.897413, -4.876263], [-1.167504, 0.830420, -5.635606], [-2.519261, 2.549154, -5.602196], [-2.678139, 1.344524, -4.225096], [-0.559330, 1.281892, -6.447284], [-1.893354, 0.115646, -6.068070], [0.443319, -1.488749, -1.403677], [2.279396, 1.745209, -4.526478], [0.178111, -2.075195, 2.277657], [-2.361347, -0.365850, 0.560579], [2.465962, -0.283749, 0.720191], [3.075070, -1.702791, 1.687365], [3.028444, 1.202631, 1.654181], [-2.869000, -1.479616, 1.952575], [-2.990724, 1.270778, 0.917178], [-1.598298, 2.536622, 1.394012], [-3.740636, 1.190251, 1.738151], [-3.513652, 1.653145, 0.004288], [-1.994253, 3.032693, 3.145317], [-1.828637, 3.948431, 0.185670], [1.630211, 2.560152, 1.619028], [3.948115, 1.579624, 1.149418], [3.271919, 0.898111, 2.700298], [2.116052, 3.831040, 0.349238], [1.685158, 3.191372, 3.378081], [1.737302, -2.432802, 2.852806], [3.946951, -1.346643, 2.280182], [3.390810, -2.493546, 0.968845], [2.088106, -1.732419, 4.574712], [1.949222, -4.283620, 3.033022], [-1.458765, -2.649610, 2.565502], [-3.659255, -2.129368, 1.523312], [-3.303146, -0.898384, 2.791746], [3.450539, -0.232891, -0.828975], [4.021135, 0.937046, -1.361301], [3.892732, 1.901612, -0.862594], [4.794935, 0.862698, -2.517614], [5.179748, 1.786895, -2.958004], [5.063652, -0.370536, -3.111886], [5.721741, -0.420696, -3.979177], [4.456191, -1.530756, -2.619726], [4.635217, -2.496960, -3.090333], [3.620729, -1.451174, -1.518642], [3.059387, -2.328473, -1.203134], [-3.307668, -1.004364, -0.844455], [-2.670540, -1.944451, -1.657632], [-1.566082, -1.966306, -1.674987], [-3.421111, -2.868852, -2.350263], [-2.918190, -3.720915, -2.800452], [-4.807404, -2.707814, -2.417051], [-5.392161, -3.437237, -2.960912], [-5.402845, -1.601381, -1.822494], [-6.463321, -1.445079, -1.930859], [-4.665969, -0.729019, -1.033163], [-5.137831, 0.093355, -0.501831], [1.815797, -4.779966, 2.063506], [1.228433, -4.689862, 3.758747], [2.965774, -4.499357, 3.395216], [2.052132, -0.640177, 4.666609], [3.110983, -2.080323, 4.830790], [1.390434, -2.152490, 5.317913], [-1.679648, -4.227783, 1.550480], [-1.642531, -2.909800, 4.405678], [-1.327249, -4.065609, 0.523625], [-2.738908, -4.519946, 1.496761], [-1.124357, -5.068029, 1.991162], [-1.581235, -1.954064, 4.941649], [-0.887130, -3.594266, 4.812195], [-2.631655, -3.349392, 4.586430], [-2.344465, 3.589577, -0.717667], [-0.862769, 4.366350, -0.124905], [-2.435294, 4.729490, 0.656378], [-1.642004, 2.321157, 3.906462], [-3.085546, 3.094611, 3.248399], [-1.594551, 4.028804, 3.359726], [3.090675, 4.248653, 0.630473], [1.376822, 4.638430, 0.327348], [2.178717, 3.402336, -0.658776], [1.269297, 2.512701, 4.121595], [1.150607, 4.139140, 3.454164], [2.732237, 3.350388, 3.662349], [0.023376, 1.945285, 1.205236], [0.453839, 0.739137, 4.548327], [0.154499, 0.334284, 3.445454], [-1.240014, 0.134486, 3.188066]],
  "forces_ev_per_a": [[-0.529, -2.116, -5.884], [-0.412, -0.417, -0.592], [-0.439, -0.365, -0.421], [-1.458, 0.086, -0.537], [1.567, 0.294, -0.337], [-0.747, 0.918, 0.440], [-0.036, 0.152, -0.249], [0.082, -0.210, 0.144], [-0.290, 0.200, 0.610], [-0.115, -0.038, -0.399], [-1.257, -2.623, -0.704], [-0.123, 0.416, 0.323], [0.307, 0.168, 1.005], [0.179, -0.442, 0.385], [0.166, 0.438, -0.406], [0.016, -0.364, 0.451], [0.161, 0.249, -0.216], [0.165, 0.879, 1.867], [2.408, 1.553, 0.828], [-0.633, 2.578, -1.315], [-0.795, -0.241, 0.424], [1.060, 0.444, 0.385], [0.027, -0.475, -0.038], [-0.320, -0.021, -0.281], [-0.302, -0.314, -0.224], [-0.476, 0.660, 0.138], [-1.121, 0.998, -0.438], [0.505, 0.173, -0.528], [0.498, -0.242, 0.700], [0.080, 0.114, 0.354], [0.063, -0.143, -0.007], [0.845, 0.458, -0.045], [-0.538, -0.118, 0.588], [-0.219, 0.252, -0.686], [-0.070, -0.046, 0.188], [-0.091, 0.372, -0.047], [1.056, -0.795, 0.810], [-0.368, -0.394, -0.488], [-0.083, 0.488, 0.511], [0.247, -0.154, -0.007], [0.216, 0.074, -0.164], [0.033, -0.962, -0.015], [0.329, 0.252, 0.332], [0.310, -0.288, -0.549], [-0.340, -0.248, -0.516], [-0.126, -0.281, 0.423], [-0.060, -0.321, -0.343], [0.127, 0.034, -0.018], [-0.125, -0.428, 0.185], [-0.211, 0.057, 0.147], [-0.266, 0.034, 0.180], [0.243, 0.315, 0.006], [-0.114, 0.278, 0.035], [-0.167, 0.170, 0.299], [0.259, 0.131, -0.020], [0.752, 0.043, -0.927], [0.688, -0.223, 0.724], [-0.938, -0.289, 0.176], [-0.576, -0.020, -0.305], [-0.167, 0.248, -0.219], [0.592, -0.097, -0.020], [-0.152, 0.079, 0.026], [-0.091, 0.026, -0.037], [-0.163, 0.083, -0.072], [0.332, -0.294, 0.701], [-0.085, -0.181, -0.072], [-0.018, -0.028, 0.224], [0.188, 0.070, -0.226], [-0.271, -0.053, -0.072], [0.332, -0.493, 0.007], [-0.488, 0.213, -0.004], [0.214, 0.109, -0.200], [-0.023, 0.086, 0.243], [-0.301, -0.017, -0.036], [0.003, -0.014, 0.174], [0.224, 0.090, 0.065], [-0.052, 0.211, -0.166], [-0.024, -0.201, -0.064], [-0.124, 0.131, -0.144], [0.127, 0.068, 0.163], [0.233, 0.191, 0.191], [-0.291, 0.005, 0.059], [0.063, 0.005, -0.155], [-0.096, 0.365, -0.244], [0.154, 0.035, -0.044], [0.028, -0.106, 0.085], [-0.126, 0.028, -0.152], [0.167, -0.009, -0.032], [-0.032, 0.067, 0.149], [0.120, 0.279, -0.217], [0.047, 0.115, 0.125], [-0.107, 0.130, -0.128], [1.084, -2.913, 0.784], [-0.852, -1.543, -3.350], [-2.985, 1.903, 6.093], [3.499, 0.710, 0.618]],
  "lowdin_charge": [1.45, -0.23, -0.20, -0.25, -0.25, -0.05, 0.05, 0.08, 0.08, 0.03, -0.16, -0.21, -0.23, 0.12, 0.12, 0.12, 0.12, 0.07, 0.00, -0.35, 0.86, 0.79, -0.37, -0.38, -0.37, -0.39, 0.34, 0.07, 0.06, -0.17, -0.14, 0.35, 0.05, 0.06, -0.16, -0.17, 0.28, 0.07, 0.05, -0.17, -0.17, 0.35, 0.06, 0.06, -0.36, -0.10, 0.08, -0.12, 0.11, -0.07, 0.11, -0.07, 0.11, -0.17, 0.06, -0.36, -0.13, -0.07, -0.06, 0.11, -0.07, 0.11, -0.08, 0.10, -0.08, 0.10, 0.04, 0.03, 0.04, 0.00, 0.05, 0.04, -0.16, -0.16, 0.03, 0.04, 0.03, 0.03, 0.03, 0.04, 0.04, 0.02, 0.04, 0.02, 0.04, 0.04, 0.05, 0.03, 0.04, 0.00, 0.04, 0.05, -0.34, 0.06, -0.29, -0.34]
}